Entry a
Density functional theory data (the ωB97M-V functional and the def2-TZVPD basis) for an isolated ion of composition C4H8N2O2 and charge +1.

Computed properties:
**Net charge**: +1
**Lowest unoccupied orbital energy (alpha / beta)**: -0.150 / -0.340 Eh
**2S+1**: 2

Last column: Mulliken charge in e.
Positions of all 16 atoms, in Å:
O -1.875 0.920 -0.419  -0.38
C -1.016 0.124 -0.215  0.44
N -1.400 -1.217 -0.014  -0.12
C -0.541 -2.349 0.142  -0.03
O -1.042 -3.455 0.191  -0.43
C 0.532 0.439 -0.153  0.61
C 0.705 1.348 1.100  -1.23
N 1.125 0.997 -1.304  -0.28
H -2.345 -1.398 -0.103  0.25
H 0.450 -2.058 0.276  0.49
H 0.974 -0.574 -0.021  0.07
H 0.894 0.826 2.050  0.34
H 1.541 2.052 0.819  0.37
H -0.152 1.948 1.246  0.39
H 0.969 0.495 -2.190  0.29
H 1.181 1.900 -1.405  0.21

---

Entry b
Density functional theory data (the ωB97M-V functional and the def2-TZVPD basis) for an isolated ion of composition C4H8N2O2 and charge +1.

Computed properties:
**Net charge**: +1
**Lowest unoccupied orbital energy (alpha / beta)**: -0.184 / -0.340 Eh
**2S+1**: 2

Last column: Mulliken charge in e.
Positions of all 16 atoms, in Å:
O -0.881 -0.909 -1.137  -0.23
C -0.076 -0.181 -0.486  0.67
N -0.343 0.032 0.916  -0.16
C -1.297 -0.945 1.523  0.44
N -1.933 -0.311 2.638  -0.48
O -1.621 -1.984 1.027  -0.37
C 1.150 0.579 -0.838  -0.47
C 1.500 0.506 -2.294  -1.10
H 0.447 0.070 1.400  0.28
H -2.198 0.712 2.743  0.30
H -2.776 -0.823 3.010  0.30
H 1.215 1.513 -0.282  0.47
H 2.047 0.113 -0.248  0.38
H 0.492 0.423 -2.762  0.31
H 2.035 1.432 -2.661  0.32
H 2.239 -0.228 -2.550  0.33

---

Bottom line: entry a, by a margin of 0.368 eV.

---

Entry a
Density functional theory data (the ωB97M-V functional and the def2-TZVPD basis) for a 2-piece molecular cluster, C3H10OSi2 overall.

Computed properties:
**Lowest unoccupied orbital energy (alpha / beta)**: -0.011 / -0.016 Eh
**2S+1**: 1

Last column: Mulliken charge in e.
Positions of all 16 atoms, in Å:
C -0.217 -1.999 -0.527  0.06
C -0.170 -0.967 0.306  -0.70
C -0.322 -3.459 -0.001  -1.04
O 2.647 1.538 0.151  -0.43
Si 0.123 3.478 0.090  0.17
Si 1.362 1.744 -0.784  0.36
H -0.285 -1.969 -1.594  0.33
H -0.370 -1.066 1.359  0.25
H 0.464 -4.100 -0.525  0.24
H -1.281 -3.875 -0.237  0.29
H -0.343 -3.436 1.031  0.36
H 2.853 0.677 0.548  0.35
H -0.290 3.389 1.636  -0.04
H -1.084 3.435 -0.963  -0.05
H 0.987 4.791 0.142  -0.07
H 1.702 1.131 -2.054  -0.08

---

Entry b
Density functional theory data (the ωB97M-V functional and the def2-TZVPD basis) for one molecule with the formula C3H10OSi2.

Computed properties:
**SMILES string**: C=C[Si@](C)(O)[SiH3]
**Lowest unoccupied orbital energy**: 0.029 Eh
**2S+1**: 1

Last column: Mulliken charge in e.
Positions of all 16 atoms, in Å:
C 1.686 1.814 -0.332  -0.73
C 1.545 0.455 -0.225  -0.25
Si -0.139 -0.494 -0.110  0.36
C 0.079 -1.827 1.271  -1.01
O -0.302 -1.372 -1.446  -0.50
Si -2.123 0.952 -0.202  0.41
H 2.640 2.289 -0.291  0.34
H 0.831 2.374 0.126  0.16
H 2.319 -0.085 -0.711  0.38
H -0.571 -2.593 1.337  0.40
H 1.066 -2.285 1.050  0.25
H 0.033 -1.237 2.254  0.27
H 0.493 -1.491 -1.973  0.33
H -2.281 1.800 0.966  -0.12
H -2.202 1.794 -1.421  -0.10
H -3.074 -0.095 -0.293  -0.16

---

Bottom line: entry b, by a margin of 4.263 eV.

---

Entry a
Density functional theory data (the ωB97M-V functional and the def2-TZVPD basis) for one molecule with the formula C3H7N3OS.

Computed properties:
**SMILES string**: [H]/N=C\NSC/C=N\O
**Lowest unoccupied orbital energy**: 0.019 Eh
**2S+1**: 1

Last column: Mulliken charge in e.
Positions of all 15 atoms, in Å:
H -2.696 -1.235 0.785  0.25
N -3.029 -0.230 0.723  -0.59
C -2.561 0.386 -0.246  0.02
N -1.441 0.090 -1.049  -0.37
S -0.345 -1.239 -0.716  -0.04
C 0.705 -0.470 0.642  -0.39
C 1.388 0.812 0.055  -0.12
N 2.531 0.698 -0.448  -0.31
O 3.041 -0.732 -0.042  -0.45
H -3.101 1.295 -0.445  0.37
H -1.119 1.048 -1.571  0.30
H 0.167 -0.379 1.678  0.34
H 1.491 -1.233 0.782  0.33
H 0.911 1.834 -0.165  0.36
H 4.059 -0.645 0.019  0.31

---

Entry b
Density functional theory data (the ωB97M-V functional and the def2-TZVPD basis) for one molecule with the formula C3H7N3OS.

Computed properties:
**SMILES string**: [H]/N=C(/N)[C@H](S)C(N)=O
**Lowest unoccupied orbital energy**: 0.019 Eh
**2S+1**: 1

Last column: Mulliken charge in e.
Positions of all 15 atoms, in Å:
H -1.874 0.182 1.979  0.24
N -2.277 -0.309 1.165  -0.84
C -1.364 -0.352 0.260  0.40
N -1.602 -0.895 -0.947  -0.35
C 0.019 0.236 0.454  0.03
S 0.253 1.779 -0.516  -0.19
C 1.165 -0.697 0.086  0.32
N 2.310 -0.360 0.714  -0.37
O 1.064 -1.606 -0.716  -0.64
H -0.808 -1.108 -1.517  0.17
H -2.549 -1.048 -1.287  0.24
H 0.076 0.477 1.556  0.34
H -0.919 2.222 -0.017  0.15
H 2.402 0.404 1.407  0.21
H 3.175 -0.917 0.549  0.27

---

Entry c
Density functional theory data (the ωB97M-V functional and the def2-TZVPD basis) for C3H7N3OS as an isolated structure.

Computed properties:
**Lowest unoccupied orbital energy**: 0.011 Eh
**2S+1**: 1

Last column: Mulliken charge in e.
Positions of all 15 atoms, in Å:
C 1.015 1.078 -0.486  -0.66
C -0.471 1.047 0.028  0.38
C -0.828 -0.533 2.095  -0.04
H 1.128 -0.212 -0.960  0.07
H 1.048 1.816 -1.282  0.40
H 2.001 1.055 0.386  0.27
H -1.588 -0.712 2.708  0.45
H 0.841 -2.328 0.322  0.42
H 0.269 -0.414 -1.617  0.20
H -1.224 -0.238 -2.511  0.28
N -0.034 -1.376 1.606  -0.50
N -1.391 0.618 -0.747  -0.35
N -0.693 0.310 -1.969  -0.47
O 0.932 -1.322 0.666  -0.27
S -1.004 1.212 1.761  -0.19

---

Bottom line: entry b, by a margin of 4.476 eV.

---

Entry a
Density functional theory data (the ωB97M-V functional and the def2-TZVPD basis) for one molecule with the formula C5H3N.

Computed properties:
**Lowest unoccupied orbital energy (alpha / beta)**: 0.004 / -0.120 Eh
**2S+1**: 3

Last column: Mulliken charge in e.
Positions of all 9 atoms, in Å:
C 0.434 1.547 0.266  -0.06
C 0.706 0.878 1.422  0.35
C -0.028 1.279 -0.836  0.50
C 0.667 -0.212 1.957  -0.65
C -0.641 -0.682 -1.356  -0.45
N -0.526 0.511 -1.799  -0.36
H -0.385 -1.000 -0.353  0.00
H 0.806 -0.900 2.743  0.38
H -1.033 -1.421 -2.045  0.31

---

Entry b
Density functional theory data (the ωB97M-V functional and the def2-TZVPD basis) for C5H3N as an isolated structure.

Computed properties:
**Lowest unoccupied orbital energy (alpha / beta)**: 0.022 / -0.085 Eh
**2S+1**: 3

Last column: Mulliken charge in e.
Positions of all 9 atoms, in Å:
C 1.640 0.722 0.656  -0.52
C 0.307 0.500 0.330  0.41
C 0.433 -0.981 -0.153  0.25
C -1.171 0.156 0.377  -0.31
C 1.445 -0.121 -0.586  -0.14
N -0.962 -1.215 0.075  -0.53
H -1.612 0.619 1.365  0.25
H -1.901 0.497 -0.512  0.22
H 1.820 -0.178 -1.552  0.38

---

Bottom line: entry a, by a margin of 2.665 eV.